Record 1
{
  "formula": "C31H37BBeF4N5O2",
  "method": "wB97M-V/def2-TZVPD",
  "relative_energy_kcal_mol": 309.1,
  "spin_multiplicity": 1,
  "charge": 1,
  "e_tot_ev": -56225.924,
  "homo_ev": -11.0,
  "symbols": ["H", "C", "H", "H", "C", "C", "H", "H", "F", "C", "H", "N", "H", "H", "H", "B", "H", "H", "O", "C", "C", "Be", "H", "C", "H", "N", "F", "C", "H", "H", "C", "H", "C", "H", "C", "C", "N", "C", "H", "H", "H", "C", "C", "C", "C", "F", "C", "H", "H", "H", "H", "H", "H", "H", "C", "C", "C", "N", "C", "N", "H", "C", "C", "H", "H", "F", "C", "C", "C", "C", "H", "C", "C", "H", "C", "H", "H", "H", "H", "H", "O"],
  "positions_angstrom": [[-1.077, -6.458, -11.640], [-2.713, -5.550, -14.024], [4.125, 8.266, -15.782], [8.686, 4.336, -5.316], [6.454, 2.334, -4.097], [-2.325, 3.405, -1.816], [-4.054, 6.700, -0.944], [10.118, 0.110, -9.863], [2.034, 0.812, -9.154], [-0.940, -5.512, -12.164], [-0.534, 4.230, -1.200], [-4.275, 4.761, -1.653], [10.114, -4.246, -10.327], [7.873, -4.023, -11.347], [4.838, -6.218, -6.377], [0.700, 1.194, -9.319], [1.046, -6.146, -4.717], [8.381, 2.610, -1.351], [-0.455, -5.402, -14.514], [10.289, -2.075, -10.088], [6.901, 2.175, -2.790], [5.039, 4.103, -11.000], [1.503, -4.478, -5.257], [7.825, -1.913, -11.040], [1.723, 7.266, -6.831], [8.358, -0.711, -10.671], [0.125, 0.890, -8.093], [1.349, 10.090, -16.059], [0.414, 9.207, -6.252], [3.575, 11.732, -7.722], [2.119, 8.257, -7.001], [-4.256, 2.981, -2.701], [0.601, 9.542, -15.094], [6.437, 1.526, -2.063], [8.025, 2.850, -2.342], [-3.686, 3.676, -2.103], [7.044, 3.187, -4.960], [1.147, 8.466, -14.371], [3.207, 10.134, -17.163], [4.724, 9.646, -8.506], [9.693, 4.056, -3.111], [-1.600, 4.400, -1.208], [4.059, -5.461, -6.288], [9.630, -0.789, -10.208], [3.138, 10.758, -7.553], [0.797, 2.486, -9.747], [-1.304, -5.564, -13.650], [0.124, -5.411, -11.951], [0.946, -5.756, -6.416], [3.831, -5.073, -7.281], [-1.963, 2.460, -2.194], [-2.938, -6.092, -14.943], [0.500, 7.851, -13.763], [11.304, -2.048, -9.722], [1.900, 10.600, -6.929], [1.368, 9.386, -6.726], [9.684, -3.262, -10.439], [2.443, 8.094, -14.532], [3.815, 9.586, -7.926], [3.296, 8.343, -7.729], [0.932, 10.972, -16.524], [8.241, 3.716, -4.552], [-3.521, 5.782, -1.144], [-2.927, -4.507, -14.260], [6.847, -1.785, -11.481], [0.120, 0.351, -10.280], [3.143, 8.667, -15.579], [1.499, -5.540, -5.502], [-2.160, 5.634, -0.863], [8.367, -3.172, -10.902], [-0.374, 9.926, -14.834], [2.647, 9.668, -16.365], [2.826, -6.239, -5.908], [-3.351, -5.909, -13.217], [8.735, 3.582, -3.268], [1.318, 11.428, -6.552], [-1.464, -4.673, -11.706], [4.403, -4.642, -5.656], [-1.636, 6.516, -0.527], [5.555, 1.816, -4.398], [2.843, -7.434, -6.126]]
}

=====

Record 2
{
  "formula": "C4H8N2S2",
  "method": "wB97M-V/def2-TZVPD",
  "relative_energy_kcal_mol": 63.9,
  "spin_multiplicity": 1,
  "smiles": "C[C@@H]1[C@@H](S)C(=S)N1N",
  "e_tot_ev": -28925.535,
  "homo_ev": -8.6,
  "symbols": ["N", "S", "H", "C", "N", "H", "H", "H", "C", "S", "H", "C", "C", "H", "H", "H"],
  "positions_angstrom": [[-1.752, 0.935, 1.130], [-2.404, -1.953, -0.342], [2.006, 1.126, -1.159], [0.467, -1.177, -0.300], [-0.913, 0.225, 0.378], [1.177, 2.380, -0.137], [1.159, 0.582, 1.100], [2.445, -1.987, -0.039], [-1.025, -1.045, -0.102], [1.326, -2.349, 0.567], [-2.642, 1.205, 0.567], [0.992, 1.368, -0.751], [0.541, 0.264, 0.195], [-1.985, 0.235, 1.916], [0.082, 1.498, -1.555], [0.528, -1.307, -1.469]]
}

=====

Record 3
{
  "formula": "C20H21NO4",
  "method": "wB97M-V/def2-TZVPD",
  "relative_energy_kcal_mol": 70.5,
  "spin_multiplicity": 1,
  "smiles": "CCOc1ccc(N(C)Cc2cc(=O)oc3ccc(OC)cc23)cc1",
  "e_tot_ev": -30760.202,
  "homo_ev": -7.7,
  "symbols": ["H", "O", "C", "H", "H", "C", "C", "H", "H", "H", "H", "H", "C", "C", "C", "H", "H", "C", "O", "O", "C", "C", "H", "C", "H", "H", "C", "H", "H", "H", "H", "C", "C", "C", "N", "H", "C", "H", "H", "C", "C", "H", "C", "C", "O", "C"],
  "positions_angstrom": [[0.309, -0.735, -2.593], [5.718, -0.832, 0.594], [-1.276, -0.936, -0.536], [5.821, 1.540, 1.422], [1.115, -1.125, 1.107], [-3.410, -0.399, -1.527], [-3.877, 0.111, -0.312], [-5.404, -0.625, 2.108], [5.501, -2.163, -0.985], [4.082, 3.300, 1.123], [-0.024, -2.492, 1.129], [1.484, -2.619, 0.222], [3.946, 2.305, 0.732], [4.903, 1.336, 0.896], [-2.141, -0.915, -1.635], [-6.572, 1.711, 0.502], [6.507, -2.657, 0.398], [1.296, 0.510, -1.174], [-0.071, 3.799, -0.799], [1.868, 3.021, -0.072], [0.430, 1.543, -1.290], [0.867, -0.853, -1.664], [-1.812, -1.318, -2.580], [2.764, 2.016, 0.046], [-6.942, -0.620, 1.246], [-4.074, -0.380, -2.377], [2.544, 0.733, -0.478], [3.380, -1.225, -0.712], [-0.516, 1.434, -1.798], [-3.340, 0.465, 1.746], [4.734, -2.660, 0.553], [-1.747, -0.432, 0.670], [-3.030, 0.081, 0.787], [5.591, -2.146, 0.106], [0.002, -1.504, -0.688], [-5.027, 1.774, 1.372], [3.538, -0.241, -0.304], [1.717, -1.509, -1.859], [-1.114, -0.422, 1.544], [-5.726, 1.111, 0.848], [-6.226, 0.004, 1.774], [-6.711, 0.443, 2.642], [4.706, 0.048, 0.375], [0.680, 2.857, -0.731], [-5.145, 0.608, -0.337], [0.681, -1.939, 0.511]]
}

=====

Record 4
{
  "formula": "C7H10N2S",
  "method": "wB97M-V/def2-TZVPD",
  "relative_energy_kcal_mol": 21.8,
  "spin_multiplicity": 1,
  "smiles": "CCc1c(C)[nH]cnc1=S",
  "e_tot_ev": -21234.969,
  "homo_ev": -7.8,
  "symbols": ["C", "H", "H", "C", "H", "H", "H", "N", "C", "C", "N", "H", "S", "C", "H", "H", "C", "H", "H", "C"],
  "positions_angstrom": [[-1.257, 1.133, 0.183], [1.041, -1.919, -1.255], [1.080, -3.333, -0.245], [0.240, 1.098, 0.175], [-0.488, -2.630, -0.747], [-1.634, 2.243, -0.007], [-1.687, 0.528, -0.610], [3.101, 1.411, 0.039], [0.528, -2.366, -0.417], [0.922, 0.005, 0.452], [0.919, 2.304, -0.115], [-1.563, 0.760, 1.276], [3.515, -1.119, -0.204], [0.495, -1.328, 0.839], [-0.528, -1.369, 1.238], [2.531, 3.437, -0.374], [2.249, 2.438, -0.070], [1.057, -1.835, 1.579], [0.326, 3.070, -0.411], [2.559, 0.182, 0.076]]
}

=====

Record 5
{
  "formula": "C34H26N2OsSTe",
  "method": "wB97M-V/def2-TZVPD",
  "spin_multiplicity": 5,
  "charge": 2,
  "e_tot_ev": -59238.119,
  "homo_ev": [-12.5, -14.1],
  "symbols": ["C", "C", "C", "C", "C", "C", "C", "H", "H", "C", "C", "H", "Os", "H", "H", "C", "S", "H", "C", "H", "C", "H", "H", "H", "C", "H", "C", "H", "H", "H", "H", "C", "H", "C", "C", "H", "H", "C", "C", "C", "C", "C", "N", "H", "Te", "C", "C", "H", "C", "C", "H", "C", "C", "C", "H", "C", "C", "H", "N", "H", "C", "C", "H", "H", "C"],
  "positions_angstrom": [[-0.279, -1.790, 2.375], [-0.936, 3.617, -3.564], [-0.428, -2.102, 3.742], [-2.246, 0.650, 2.065], [-2.353, 4.755, -5.668], [-2.389, 0.925, -0.707], [-0.693, -3.433, 4.142], [3.105, 0.509, -2.044], [-1.376, 0.773, -5.311], [-1.020, 4.999, -3.681], [-0.320, -3.287, -1.108], [-2.891, 5.199, -6.495], [0.081, -0.635, -1.164], [-0.711, 2.861, -1.512], [-1.792, 6.642, -4.814], [1.204, -0.214, 1.489], [2.513, -0.363, 2.578], [5.547, -0.232, 2.245], [-0.010, -2.722, 1.264], [-4.322, 1.778, -0.378], [-3.368, 1.206, 1.465], [-1.702, -2.131, 0.049], [1.148, -4.618, -1.963], [6.775, 0.183, 0.142], [5.694, 0.153, 0.135], [-0.520, 5.636, -2.961], [-0.473, -1.433, 6.071], [1.612, -3.738, 2.214], [-2.198, 0.531, 3.140], [0.796, 3.478, -2.224], [-0.946, -3.265, -1.993], [-1.509, 1.298, -4.370], [-0.129, -0.079, 4.455], [-0.719, -2.590, 0.043], [-1.247, 0.354, -0.114], [-0.831, -3.006, 7.491], [-1.044, -4.768, 5.768], [-3.442, 1.348, 0.080], [5.004, 0.359, -1.064], [3.622, 0.336, -1.108], [-1.569, 2.804, -4.504], [-0.330, -1.104, 4.739], [-0.083, -0.409, 1.938], [2.323, -4.940, 0.186], [0.259, 1.052, -3.209], [-0.148, 2.982, -2.435], [2.936, 0.096, 0.075], [-0.818, -4.207, 3.394], [5.015, -0.083, 1.314], [-2.268, 3.376, -5.563], [5.560, 0.545, -1.973], [3.625, -0.109, 1.264], [0.820, -4.094, -1.076], [-0.833, -3.748, 5.475], [-2.744, 2.746, -6.304], [-1.733, 5.565, -4.727], [1.059, -3.607, 1.292], [-0.393, -0.663, 6.827], [1.531, 0.006, 0.232], [-2.339, 0.857, -3.822], [-0.720, -2.753, 6.446], [1.471, -4.274, 0.134], [-2.458, 1.007, -1.783], [-4.191, 1.533, 2.086], [-1.180, 0.234, 1.285]]
}

=====

Record 6
{
  "formula": "C14H31AuGeNO5",
  "method": "wB97M-V/def2-TZVPD",
  "relative_energy_kcal_mol": 0.0,
  "spin_multiplicity": 2,
  "charge": 2,
  "e_tot_ev": -86941.354,
  "homo_ev": [-14.8, -15.8],
  "symbols": ["H", "H", "H", "H", "O", "C", "H", "H", "H", "H", "O", "H", "C", "C", "H", "H", "C", "C", "Ge", "O", "H", "H", "N", "C", "H", "H", "C", "H", "H", "H", "H", "C", "H", "O", "C", "C", "H", "H", "H", "H", "H", "H", "C", "O", "H", "H", "C", "Au", "H", "H", "C", "C", "H"],
  "positions_angstrom": [[-0.030, -1.823, 4.243], [3.688, -2.566, 0.861], [1.218, 4.109, -0.687], [1.859, -4.270, 1.073], [0.095, 0.176, 1.502], [0.831, 3.091, -0.618], [3.832, -1.589, -0.630], [0.841, -2.146, 2.754], [-2.219, -1.849, 2.851], [3.542, 3.233, -0.031], [-4.213, -1.165, -3.557], [-1.811, 2.880, 1.584], [1.940, 2.085, -0.891], [1.700, -4.249, -0.006], [0.025, 2.972, -1.350], [-3.943, 3.785, 1.998], [3.548, -2.566, -0.223], [-3.273, 4.222, 1.266], [1.617, -0.386, 0.746], [-2.288, -0.756, -2.341], [3.238, 1.446, -2.487], [0.648, -4.446, -0.210], [-2.132, 3.698, 1.066], [3.074, 2.259, 0.106], [2.816, 3.162, -2.541], [4.234, -3.301, -0.645], [-1.672, -1.342, 2.055], [3.847, 1.503, -0.046], [-0.281, 1.255, 3.883], [-2.380, -0.718, 1.501], [-3.566, 5.102, 0.705], [-1.088, 0.622, 3.514], [2.544, -3.576, -2.592], [1.202, -1.917, -0.008], [-0.550, -0.488, 2.627], [1.900, -2.854, -2.091], [-1.265, -2.097, 1.381], [2.715, 2.210, 1.138], [0.457, 2.918, 0.396], [0.865, -3.095, -2.338], [2.290, -5.049, -0.453], [-1.799, 1.239, 2.950], [2.111, -2.908, -0.586], [1.373, 0.742, -0.724], [-1.472, 4.092, 0.399], [1.626, 1.945, -3.021], [2.436, 2.164, -2.322], [-0.603, 0.162, -1.247], [2.136, -1.860, -2.476], [-1.626, 0.213, 4.369], [0.451, -1.347, 3.389], [-3.264, -0.958, -2.956], [1.276, -0.740, 3.769]]
}

=====

Question: What is the formula in the first record?
Answer: C31H37BBeF4N5O2